# 1
Formula: C13H29B3N2O5
Source: the Open Molecules 2025 dataset
Level of theory: the ωB97M-V functional and the def2-TZVPD basis

Summary:
**HOMO-LUMO gap**: 9.334 eV

CARTESIAN COORDINATES (ANGSTROEM)
O (0.312, -0.332, -2.174)
O (2.252, 1.043, -1.657)
O (0.093, 1.399, -0.490)
O (4.255, 6.681, -2.079)
O (-3.553, -3.059, 2.808)
N (2.229, 2.061, 0.697)
N (-2.188, -2.226, -1.576)
C (-4.938, -4.443, 4.143)
C (-3.512, -4.186, 3.694)
C (2.304, 5.364, -2.344)
C (-5.734, -3.975, 2.941)
C (2.843, -2.168, 0.149)
C (-4.919, -2.785, 2.469)
C (3.269, 4.625, -1.438)
C (-0.719, -1.070, 0.204)
C (-2.125, -1.671, -0.214)
C (2.840, 6.783, -2.283)
C (4.580, 5.327, -1.737)
C (2.491, -2.502, -1.152)
C (2.634, -1.528, -2.398)
B (1.755, -0.224, -2.078)
B (-0.117, 0.008, -0.834)
B (1.539, 1.515, -0.493)
H (3.310, 3.551, -1.621)
H (-2.949, -0.923, -0.025)
H (-5.119, -5.484, 4.412)
H (-5.217, -1.868, 2.988)
H (2.285, 1.321, 1.402)
H (1.261, 5.289, -2.031)
H (-0.723, -0.604, 1.227)
H (0.045, -1.906, 0.252)
H (1.737, 2.875, 1.064)
H (-6.768, -3.717, 3.172)
H (2.642, 7.347, -3.197)
H (-2.458, -1.510, -2.250)
H (2.124, -2.068, -3.248)
H (2.383, 4.977, -3.364)
H (3.699, -1.258, -2.623)
H (-3.111, -5.039, 3.135)
H (3.745, -1.589, 0.454)
H (5.266, 5.318, -0.888)
H (2.416, 7.333, -1.436)
H (2.132, -2.456, 0.974)
H (5.085, 4.875, -2.598)
H (2.054, -3.522, -1.325)
H (-5.004, -2.619, 1.393)
H (-5.175, -3.819, 5.011)
H (2.991, 4.783, -0.391)
H (-1.323, -2.685, -1.853)
H (-2.335, -2.516, 0.509)
H (-5.739, -4.754, 2.173)
H (-2.841, -3.970, 4.528)

=====

# 2
Formula: C4H13HgN2
Source: the Open Molecules 2025 dataset
Level of theory: the ωB97M-V functional and the def2-TZVPD basis

Summary:
**Energy above the lowest of the compared OMol25 structures with the same formula, charge and spin**: 18.3 kcal per mole
**HOMO-LUMO gap (spin up / spin down)**: 3.845 / 3.845 eV
**Charge**: -1

CARTESIAN COORDINATES (ANGSTROEM)
Hg (-0.154, -0.193, -1.246)
N (1.265, 0.778, -2.708)
N (1.022, 0.676, 0.337)
C (0.784, 0.520, 2.900)
C (-1.211, -1.146, -2.808)
C (0.890, 0.576, 1.515)
C (-0.429, -0.276, 3.512)
H (0.957, 0.478, -3.614)
H (-1.376, 0.166, 3.212)
H (-1.273, -0.904, -0.140)
H (-0.401, -1.319, 3.205)
H (0.723, 1.553, 3.292)
H (-1.216, -0.455, -3.610)
H (2.199, 0.496, -2.559)
H (-2.200, -1.403, -2.460)
H (1.190, 1.776, -2.658)
H (1.703, 0.061, 3.301)
H (-0.576, -1.987, -2.927)
H (-1.528, 0.846, -1.128)
H (-0.369, -0.243, 4.583)

=====

# 3
Formula: C48H53CrN3OSSi2
Source: the Open Molecules 2025 dataset
Level of theory: the ωB97M-V functional and the def2-TZVPD basis

Summary:
**Energy above the lowest of the compared OMol25 structures with the same formula, charge and spin**: 0.0 kcal per mole
**2S+1**: 5
**⟨S²⟩**: 6.07
**HOMO-LUMO gap (spin up / spin down)**: 6.628 / 6.625 eV

CARTESIAN COORDINATES (ANGSTROEM)
Cr (-1.018, 0.062, 0.443)
S (-2.230, -2.247, -0.001)
Si (1.168, 1.365, -1.282)
Si (-0.660, 0.395, 2.915)
O (1.460, -5.247, 0.827)
N (-0.538, -2.941, -1.927)
N (-1.671, 1.407, -1.277)
N (-0.270, -3.982, 0.150)
C (0.899, -0.212, -0.396)
C (-2.908, -1.267, 3.584)
C (-3.174, 3.472, 4.279)
C (1.571, 1.272, 4.548)
C (-1.627, -0.864, 3.965)
C (-1.391, 2.088, 3.380)
C (-0.951, -3.102, -0.676)
C (-1.175, -2.081, -2.910)
C (-1.989, 2.416, -0.232)
C (-2.592, 2.227, 4.075)
C (-3.098, -2.730, 5.476)
C (3.659, 2.000, -2.590)
C (-0.069, -6.614, -3.364)
C (-0.791, 3.256, 2.900)
C (-0.234, -6.001, -2.133)
C (2.979, 3.476, 1.818)
C (-3.351, 3.616, -1.947)
C (2.153, -5.647, -1.993)
C (-3.352, 2.371, -2.855)
C (3.707, 0.173, 4.648)
C (1.692, 2.746, -0.108)
C (1.096, 0.346, 3.621)
C (0.745, -4.913, -0.086)
C (0.879, -5.512, -1.450)
C (-3.273, 3.204, -0.483)
C (-1.828, -2.350, 5.878)
C (2.860, 1.191, 5.057)
C (4.606, 1.919, -3.600)
C (-2.558, 4.616, 3.798)
C (-1.125, -2.713, -4.292)
C (-1.108, -1.426, 5.134)
C (2.430, 1.351, -2.691)
C (1.356, 4.084, -0.333)
C (2.187, 0.621, -3.859)
C (-2.853, 1.134, -2.104)
C (-1.357, 4.503, 3.109)
C (1.200, -6.724, -3.917)
C (2.515, 2.467, 0.984)
C (-0.500, 1.790, -2.105)
C (-3.642, -2.180, 4.324)
C (2.611, 4.791, 1.586)
C (3.122, 0.537, -4.877)
C (2.307, -6.239, -3.238)
C (1.963, -0.679, 3.235)
C (3.252, -0.770, 3.736)
C (0.294, -2.941, -4.798)
C (1.795, 5.096, 0.507)
C (4.342, 1.188, -4.746)
H (-1.221, -5.898, -1.700)
H (0.924, 2.079, 4.875)
H (-4.356, 2.164, -3.232)
H (3.203, 1.927, 5.774)
H (-2.492, 4.249, -2.184)
H (-2.596, 0.331, -2.797)
H (5.553, 2.432, -3.492)
H (-0.856, 5.387, 2.732)
H (0.747, 4.353, -1.190)
H (-4.237, 4.224, -2.130)
H (-2.197, -1.910, -2.574)
H (-0.928, -7.007, -3.889)
H (0.289, -3.357, -5.805)
H (-4.146, 2.602, -0.220)
H (0.289, -3.428, -2.230)
H (0.139, 3.195, 2.347)
H (-3.661, -3.452, 6.054)
H (-1.138, 3.090, -0.138)
H (3.610, 3.223, 2.658)
H (1.511, 6.123, 0.314)
H (1.622, -1.420, 2.520)
H (3.293, -6.327, -3.672)
H (-1.674, -3.658, -4.270)
H (-3.634, 0.735, -1.450)
H (0.863, -2.008, -4.818)
H (0.882, -1.048, -1.107)
H (-0.117, -1.142, 5.467)
H (-0.570, 2.833, -2.440)
H (-2.070, 1.938, 0.768)
H (-3.355, -0.858, 2.681)
H (3.884, 2.584, -1.704)
H (4.715, 0.112, 5.038)
H (-3.008, 5.588, 3.958)
H (3.899, -1.578, 3.419)
H (3.007, -5.287, -1.438)
H (-3.279, 4.062, 0.190)
H (1.710, -0.402, 0.312)
H (-3.089, 1.346, 4.468)
H (-0.660, -1.113, -2.901)
H (5.081, 1.124, -5.534)
H (-0.459, -3.831, 1.133)
H (0.846, -3.651, -4.178)
H (1.326, -7.201, -4.880)
H (1.240, 0.102, -3.988)
H (2.904, -0.029, -5.773)
H (-4.632, -2.470, 3.996)
H (-4.107, 3.546, 4.824)
H (2.957, 5.578, 2.245)
H (-0.550, 1.188, -3.018)
H (-1.395, -2.770, 6.777)
H (-1.669, -2.058, -4.977)
H (-2.728, 2.546, -3.732)
H (2.809, 1.448, 1.197)

=====

# 4
Formula: C29H48BrCl10F7INO7S3
Source: the Open Molecules 2025 dataset
Level of theory: the ωB97M-V functional and the def2-TZVPD basis

Summary:
**Structure (SMILES)**: CCCC[C@]1(N)[C@](S)([C@H](Br)CC)OS(=O)(=O)[C@H](CC(=O)O)[C@@]1(C[C@@H](C)I)S(=O)(=O)C(F)(F)C(F)(F)C(F)(F)F.ClCCCl.ClCCCl.ClCCCl.ClCCCl.ClCCCl
**HOMO-LUMO gap**: 8.795 eV

CARTESIAN COORDINATES (ANGSTROEM)
I (-4.472, 0.464, -3.784)
Br (1.745, -5.854, -0.991)
Cl (2.381, -1.731, 5.350)
Cl (3.052, 5.946, 9.315)
Cl (3.846, 2.337, 7.542)
Cl (0.545, 2.904, 6.888)
Cl (5.555, 7.877, 8.040)
Cl (2.984, 8.079, 4.022)
Cl (5.842, 9.870, 4.497)
Cl (-2.286, 3.156, -4.264)
Cl (1.650, 0.629, 3.001)
Cl (-4.705, 4.139, -6.438)
S (-2.296, -3.040, -4.586)
S (0.330, -5.290, -3.741)
S (0.679, -1.263, -3.797)
F (-4.242, -4.558, -3.510)
F (-5.060, -5.741, -5.588)
F (-4.737, -4.950, -8.073)
F (-2.956, -3.840, -7.636)
F (-3.049, -5.983, -7.274)
F (-2.744, -5.668, -4.541)
F (-5.258, -3.639, -5.830)
O (-3.012, -2.060, -5.369)
O (0.597, -0.524, -0.571)
O (-1.168, -3.375, -5.403)
O (1.622, -0.470, -3.068)
O (-0.337, 1.490, -0.563)
O (1.026, -2.802, -3.729)
O (0.703, -0.896, -5.169)
N (-1.578, -4.711, -2.093)
C (-4.422, -1.511, -2.906)
C (-1.106, -2.920, -0.599)
C (-0.114, -2.984, 3.059)
C (-3.155, -2.042, -2.194)
C (-4.356, -4.613, -5.825)
C (2.451, -3.027, -0.988)
C (1.763, -4.076, -1.859)
C (-3.703, -4.835, -7.211)
C (3.031, 6.861, 7.781)
C (3.292, -0.234, 5.015)
C (-3.398, -4.521, -4.574)
C (-1.820, -2.356, -2.928)
C (-5.514, -1.481, -1.805)
C (2.388, 0.899, 4.607)
C (3.199, 9.836, 3.801)
C (-0.927, -3.373, -2.087)
C (-1.020, -1.035, -3.212)
C (-1.026, -3.243, 1.855)
C (-0.206, -3.390, 0.543)
C (0.494, -3.668, -2.716)
C (4.384, 6.895, 7.122)
C (-2.948, 4.383, -6.612)
C (-0.259, 0.397, -1.078)
C (4.573, 10.177, 3.285)
C (1.232, 2.104, 8.328)
C (-2.160, 3.234, -6.042)
C (-1.195, 0.132, -2.246)
C (2.558, 2.698, 8.726)
C (3.997, -3.100, -1.171)
H (2.445, 10.158, 3.085)
H (2.879, 2.276, 9.678)
H (-1.061, 1.016, -2.842)
H (0.407, -2.047, 2.882)
H (-1.827, -2.508, 1.764)
H (1.585, 1.049, 5.323)
H (0.594, -2.674, 0.673)
H (2.166, -2.020, -1.268)
H (-4.820, -2.170, -3.662)
H (-3.514, -2.962, -1.736)
H (0.094, -4.431, 0.543)
H (2.309, -3.234, 0.060)
H (-2.188, 0.274, -1.842)
H (-1.208, -1.848, -0.451)
H (-1.514, -4.204, 2.044)
H (4.298, 7.345, 6.135)
H (-1.179, -5.210, -1.301)
H (-2.495, 2.280, -6.445)
H (2.998, 10.322, 4.752)
H (1.314, 1.040, 8.115)
H (3.818, 0.027, 5.930)
H (-6.498, -1.409, -2.252)
H (-1.104, 3.354, -6.280)
H (0.514, 2.236, 9.136)
H (4.619, 11.237, 3.040)
H (4.390, -2.175, -1.579)
H (2.489, -4.277, -2.634)
H (-2.563, -4.631, -1.863)
H (-5.344, -0.580, -1.218)
H (2.317, 6.364, 7.126)
H (4.030, -0.454, 4.246)
H (4.816, 9.608, 2.391)
H (4.471, -3.196, -0.196)
H (-2.743, 4.474, -7.678)
H (-5.439, -2.343, -1.144)
H (4.315, -3.971, -1.740)
H (1.387, -0.024, -0.325)
H (-2.689, 5.323, -6.131)
H (2.663, 7.861, 7.993)
H (-1.500, -0.685, -4.130)
H (4.799, 5.896, 7.008)
H (1.107, -4.977, -4.799)
H (-0.757, -2.902, 3.931)
H (0.565, -3.820, 3.193)
H (2.960, 1.823, 4.540)
H (-2.077, -3.293, -0.285)
H (2.499, 3.782, 8.832)
H (-3.016, -1.408, -1.326)

=====

# 5
Formula: C14H42O14
Source: the Open Molecules 2025 dataset
Level of theory: the ωB97M-V functional and the def2-TZVPD basis

Summary:
**Structure (SMILES)**: OCCO.OCCO.OCCO.OCCO.OCCO.OCCO.OCCO
**Energy above the lowest of the compared OMol25 structures with the same formula, charge and spin**: 73.8 kcal per mole
**HOMO-LUMO gap**: 9.436 eV

CARTESIAN COORDINATES (ANGSTROEM)
O (-0.297, 1.578, -0.064)
O (1.646, -1.749, -4.773)
O (-0.922, -3.144, -3.772)
O (1.216, -0.676, 0.205)
O (-2.593, -1.232, -2.081)
O (2.031, -3.407, 0.292)
O (2.382, 1.664, 4.026)
O (1.876, -5.801, 1.557)
O (1.357, -1.389, 5.049)
O (3.759, 2.745, -0.624)
O (-4.949, 2.420, -1.790)
O (-2.239, 3.878, -0.860)
O (3.968, 3.691, 2.293)
O (-5.441, -0.150, -1.919)
C (-0.138, -0.699, -0.208)
C (2.429, -4.681, 2.194)
C (2.964, 3.683, 0.112)
C (-3.296, 3.314, -0.130)
C (-3.168, -0.200, -2.869)
C (0.962, -1.620, -3.549)
C (-4.644, -0.415, -3.035)
C (-4.657, 3.431, -0.821)
C (2.741, 3.408, 1.548)
C (2.309, 0.347, 3.658)
C (0.367, -2.976, -3.228)
C (2.553, -0.856, 4.610)
C (-0.834, 0.384, 0.456)
C (1.693, -3.497, 1.623)
H (3.447, -4.837, 1.839)
H (1.975, 4.003, 2.045)
H (-0.460, -1.641, 0.237)
H (1.061, -3.754, -3.548)
H (-5.441, 0.803, -1.802)
H (2.982, -1.706, 4.080)
H (0.333, -3.120, -2.148)
H (-4.824, 4.397, -1.299)
H (-1.041, 2.157, -0.247)
H (-2.936, 2.443, 0.418)
H (3.173, 0.317, 2.993)
H (3.296, 4.646, -0.277)
H (2.014, -2.623, 2.190)
H (2.367, -4.705, 3.282)
H (-1.596, -2.708, -3.245)
H (2.582, -1.959, -4.723)
H (-0.588, 0.340, 1.517)
H (1.746, -1.234, -2.898)
H (-5.067, 0.307, -3.733)
H (-4.826, -1.352, -3.561)
H (1.425, 0.204, 3.036)
H (4.658, 2.663, -0.298)
H (1.954, 1.698, 4.885)
H (3.665, 3.564, 3.196)
H (-0.242, -0.590, -1.287)
H (-3.153, -1.365, -1.312)
H (-4.388, 2.554, -2.558)
H (2.550, 2.347, 1.707)
H (1.597, 0.119, -0.175)
H (0.604, -3.503, 1.667)
H (0.302, -0.758, -3.640)
H (1.817, -2.509, 0.028)
H (-3.466, 3.993, 0.706)
H (-3.089, 0.729, -2.305)
H (1.949, 3.429, -0.192)
H (-5.372, 3.275, -0.013)
H (-2.694, -0.203, -3.851)
H (1.874, -5.566, 0.626)
H (-1.865, 0.122, 0.218)
H (1.475, -2.151, 5.622)
H (3.223, -0.640, 5.443)
H (-2.095, 4.764, -0.522)

=====

# 6
Formula: C25H17BrIrN7O4
Source: the Open Molecules 2025 dataset
Level of theory: the ωB97M-V functional and the def2-TZVPD basis

Summary:
**Energy above the lowest of the compared OMol25 structures with the same formula, charge and spin**: 0.0 kcal per mole
**2S+1**: 2
**⟨S²⟩**: 0.76
**HOMO-LUMO gap (spin up / spin down)**: 7.096 / 6.807 eV
**Charge**: +1

CARTESIAN COORDINATES (ANGSTROEM)
Ir (0.487, 0.322, -0.701)
Br (1.437, -1.586, -1.999)
O (-0.241, -0.966, 0.712)
O (-1.842, 6.205, 3.479)
O (-0.881, -0.876, 2.853)
O (-2.845, 4.890, 5.101)
N (2.551, -1.376, 1.632)
N (2.483, 0.488, 0.249)
N (1.386, 1.751, -1.890)
N (4.403, -0.053, 1.533)
N (6.257, 1.258, 1.302)
N (-0.488, 1.676, 0.459)
N (4.489, 1.689, -0.088)
C (3.244, 1.404, -0.366)
C (-1.624, 1.862, 2.554)
C (-1.819, 3.175, 2.236)
C (2.721, 3.770, -3.243)
C (5.016, 0.955, 0.925)
C (-1.405, 3.781, 1.082)
C (3.317, 3.128, -2.170)
C (-3.295, 0.824, -2.817)
C (-1.558, -1.036, -5.513)
C (-0.941, 1.124, 1.600)
C (0.813, 2.373, -2.928)
C (-1.831, -0.414, -4.267)
C (-3.044, 0.280, -4.040)
C (-2.336, 5.550, 4.299)
C (1.448, 3.385, -3.625)
C (-1.100, 0.172, -1.964)
C (0.520, -1.904, -4.669)
C (3.151, -0.293, 1.153)
C (-2.324, 0.771, -1.790)
C (-0.882, -0.499, -3.215)
C (-0.413, -1.747, -5.718)
C (0.259, -1.289, -3.487)
C (-0.702, -0.361, 1.778)
C (-0.720, 2.964, 0.193)
C (2.626, 2.128, -1.513)
H (3.031, -1.904, 2.341)
H (4.310, 3.375, -1.826)
H (6.746, 2.010, 0.852)
H (-0.219, -2.218, -6.672)
H (-2.573, 1.236, -0.844)
H (3.244, 4.555, -3.771)
H (0.937, 3.854, -4.453)
H (6.690, 0.736, 2.043)
H (1.601, -1.618, 1.378)
H (1.404, -2.512, -4.802)
H (-2.290, -0.942, -6.305)
H (-1.959, 1.374, 3.460)
H (-3.769, 0.345, -4.842)
H (-1.580, 4.823, 0.855)
H (-0.354, 3.342, -0.751)
H (-4.238, 1.319, -2.625)
H (-0.178, 2.035, -3.199)

=====

Quick rundown of calculated total energy, same order as above: -29202.5342; -11506.8687; -112167.5585; -301566.4167; -43857.8973; -117700.5278 eV